Record 1
2
Properties=species:S:1:pos:R:3 method="wB97M-V/def2-TZVPD" de_lowest_kj_mol=113.3 homo_energy_ha="-0.6398 / -0.6279" spin_multiplicity=2 charge=+1 max_force_ha_per_bohr=0.1753
Cu -0.4185 0.5045 -0.6683
Br 0.4185 -0.5046 0.6683


Record 2
4
Properties=species:S:1:pos:R:3 method="wB97M-V/def2-TZVPD" de_lowest_kj_mol=178.3 homo_energy_ha="-0.4176 / -0.4176" charge=0 max_force_ha_per_bohr=0.0659
N 0.4411 -0.3012 0.2623
F -0.1786 -1.2101 -0.4302
F 0.4693 1.1601 -1.2314
Br -0.7318 0.3512 1.3993


Record 3
7
Properties=species:S:1:pos:R:3 method="wB97M-V/def2-TZVPD" smiles="N[P@](=O)([O-])Br" de_lowest_kj_mol=35.8 homo_energy_ha=-0.1852 charge=-1 max_force_ha_per_bohr=0.0598
N 0.8063 0.6596 -0.1604
P -0.3520 -0.5337 -0.1281
O -0.4055 -1.2172 1.1997
O -0.3944 -1.2359 -1.4122
Br -2.0105 0.9233 -0.0909
H 1.8149 0.2710 -0.2017
H 0.5412 1.1328 0.7937


Record 4
6
Properties=species:S:1:pos:R:3 method="wB97M-V/def2-TZVPD" de_lowest_kj_mol=298.0 homo_energy_ha="-0.3234 / -0.3417" charge=0 max_force_ha_per_bohr=0.0495
N -1.6586 0.2610 0.0200
O 2.9499 0.1629 -0.8481
S 2.4780 0.1961 0.5434
Br 0.4552 -0.6079 0.5570
H -1.8077 0.0724 -0.9888
H -2.4167 -0.0846 0.7164


Record 5
6
Properties=species:S:1:pos:R:3 method="wB97M-V/def2-TZVPD" de_lowest_kj_mol=325.8 homo_energy_ha="-0.3596 / -0.3597" charge=0 max_force_ha_per_bohr=0.1221
N -0.6336 -0.5048 0.0302
O 0.6230 1.4133 -1.6506
S 0.9930 0.0448 -0.2541
Br 1.1081 0.9389 1.7137
H -1.2582 -0.8048 -0.6855
H -0.8322 -1.0873 0.8463


Record 6
6
Properties=species:S:1:pos:R:3 method="wB97M-V/def2-TZVPD" smiles=NPBr de_lowest_kj_mol=0.0 homo_energy_ha=-0.3377 charge=0 max_force_ha_per_bohr=0.0544
N -0.8069 -0.2251 0.3542
P 0.3578 0.9311 -0.0300
Br 2.1913 -0.3140 -0.0730
H -0.6814 -1.2260 0.1816
H -1.5072 -0.1247 1.0119
H 0.4464 0.9588 -1.4447


Record 7
6
Properties=species:S:1:pos:R:3 method="wB97M-V/def2-TZVPD" smiles=[PH2]#[PH]Br de_lowest_kj_mol=83.5 homo_energy_ha=-0.3475 charge=0 max_force_ha_per_bohr=0.0847
P -1.0297 -0.0802 -0.1477
P 0.9602 -0.5709 0.0776
Br 1.4742 1.7696 1.0026
H -0.7853 0.8422 -1.2748
H -1.3885 -1.0375 -0.9795
H 0.7691 -0.9232 1.3218


Record 8
9
Properties=species:S:1:pos:R:3 method="wB97M-V/def2-TZVPD" smiles="N=[P@](N)(O)Br" de_lowest_kj_mol=100.7 homo_energy_ha=-0.3604 charge=0 max_force_ha_per_bohr=0.1168
N 0.0517 -1.4861 -1.0757
P -0.3008 -0.2928 -0.1624
N 0.7883 1.3143 0.1293
O -0.2305 -0.8266 1.3718
Br -2.3808 0.4697 -0.1614
H 0.6139 -1.3937 -1.9722
H 1.4556 0.8868 0.7126
H 0.9693 1.6749 -0.7647
H -0.9666 -0.3464 1.9227


Record 9
10
Properties=species:S:1:pos:R:3 method="wB97M-V/def2-TZVPD" de_lowest_kj_mol=17.6 homo_energy_ha=-0.1679 charge=-1 max_force_ha_per_bohr=0.0199
Br 0.6796 -1.1418 1.2886
O -1.4074 -2.3670 -1.6090
H -0.9718 -1.9088 -0.8903
H -2.1927 -1.8482 -1.7834
O 1.3190 2.1292 2.4465
H 0.4419 2.4159 2.7008
H 1.1949 1.2382 2.1196
O 0.2037 0.8689 -1.4051
H 0.6179 0.4156 -2.1395
H 0.1149 0.1979 -0.7283


Record 10
15
Properties=species:S:1:pos:R:3 method="wB97M-V/def2-TZVPD" smiles=Br[SiH]1[SiH2][SiH2][SiH2][SiH2]1 de_lowest_kj_mol=5.6 homo_energy_ha=-0.3409 charge=0 max_force_ha_per_bohr=0.0519
Br 3.0740 0.0864 -0.4160
Si 1.4415 -0.1019 1.2063
Si 0.2709 -2.0360 0.5444
Si -1.5280 -1.2292 -0.7422
Si -1.0647 1.0863 -1.1277
Si 0.3591 1.8917 0.5983
H 2.3362 0.0691 2.4926
H 0.5285 -2.9283 1.7714
H 1.1612 -2.5290 -0.3684
H -2.7634 -0.9656 -0.1026
H -1.8133 -1.7139 -2.0782
H -0.3643 1.4154 -2.5012
H -2.3329 1.7111 -1.5061
H 1.4840 2.9312 0.6427
H -0.7888 2.3126 1.5867


Record 11
4
Properties=species:S:1:pos:R:3 method="wB97M-V/def2-TZVPD" de_lowest_kj_mol=284.8 homo_energy_ha=-0.2775 charge=0 max_force_ha_per_bohr=0.1205
P -0.3167 0.6258 1.2313
Br -0.1692 2.4701 -0.0325
I 0.6700 -1.1320 -0.2060
H -0.1841 -1.9639 -0.9928


Record 12
6
Properties=species:S:1:pos:R:3 method="wB97M-V/def2-TZVPD" de_lowest_kj_mol=21.7 homo_energy_ha=-0.1408 charge=-1 max_force_ha_per_bohr=0.0462
N -0.1533 0.9639 0.0349
O -1.4152 -1.5013 0.3811
O 0.9717 -1.3612 0.5883
S -0.1977 -0.9842 -0.2334
Br 0.1221 2.1289 -1.3775
H 0.6723 0.7538 0.6066


Record 13
6
Properties=species:S:1:pos:R:3 method="wB97M-V/def2-TZVPD" de_lowest_kj_mol=39.2 homo_energy_ha=-0.1355 charge=-1 max_force_ha_per_bohr=0.1086
N -0.6732 0.7533 -0.0031
O 1.0721 -0.8328 1.3741
O 1.7989 -0.2522 -0.7826
S 0.6750 -0.7775 -0.0319
Br -2.2609 0.2986 0.4547
H -0.6119 0.8107 -1.0112


Record 14
2
Properties=species:S:1:pos:R:3 method="wB97M-V/def2-TZVPD" de_lowest_kj_mol=0.0 homo_energy_ha="-1.3563 / -1.2824" spin_multiplicity=2 charge=+4 max_force_ha_per_bohr=0.0093
Hf -0.7337 1.1568 0.0852
Br 0.7337 -1.1568 -0.0852


Record 15
3
Properties=species:S:1:pos:R:3 method="wB97M-V/def2-TZVPD" de_lowest_kj_mol=132.6 homo_energy_ha="-0.6684 / -0.6686" charge=+1 max_force_ha_per_bohr=0.0028
N -1.0028 -0.6579 0.0034
N -1.8502 0.0275 0.0003
Br 2.8530 0.6303 -0.0037


Record 16
6
Properties=species:S:1:pos:R:3 method="wB97M-V/def2-TZVPD" de_lowest_kj_mol=21.3 homo_energy_ha=-0.1984 charge=-1 max_force_ha_per_bohr=0.0642
O 1.6198 -0.8576 0.0000
O 0.3899 0.8631 -1.2160
O 0.3898 0.8631 1.2160
O -0.7579 -0.9682 0.0000
S 0.5424 0.1018 0.0000
Br -2.1840 -0.0021 0.0000


Record 17
2
Properties=species:S:1:pos:R:3 method="wB97M-V/def2-TZVPD" de_lowest_kj_mol=44.2 homo_energy_ha=-0.5871 charge=+1 max_force_ha_per_bohr=0.0491
Zn -1.1042 -0.0509 0.5619
Br 1.1042 0.0509 -0.5619